No. 1
# C15H26BiCeI2O4S2

A structure of composition C15H26BiCeI2O4S2 at a distorted geometry (ωB97M-V/def2-TZVPD, OMol25).

Cartesian coordinates (Å):
I -1.008 2.920 -2.288
I 1.320 -4.632 -1.470
Ce 0.316 -2.169 -0.219
Bi -0.499 0.847 -0.345
S -1.258 -1.323 -2.185
S 1.669 -0.409 -1.698
C -2.455 0.778 1.110
C -3.069 -1.794 -1.850
C 3.245 0.216 -0.856
C -2.980 -3.261 -2.262
C -3.740 -1.619 -0.479
C -3.682 -0.866 -2.892
C 4.154 -0.782 -1.576
C 3.425 0.162 0.661
C 3.296 1.639 -1.400
C -1.349 -3.111 1.236
C 1.566 -2.221 1.847
O -3.378 1.281 1.552
O -2.142 -3.783 1.756
O 2.354 -2.491 2.684
H -2.419 -3.858 -1.508
H -2.424 -3.321 -3.218
H -4.009 -3.651 -2.379
H -3.085 -1.622 0.406
H -4.432 -2.473 -0.344
H -4.341 -0.691 -0.462
H -3.550 0.203 -2.593
H -4.761 -1.102 -3.008
H -3.143 -1.007 -3.856
H 5.206 -0.536 -1.350
H 3.953 -0.719 -2.668
H 3.912 -1.820 -1.251
H 4.039 1.040 0.939
H 3.962 -0.755 0.955
H 2.507 0.234 1.260
H 4.314 2.037 -1.210
H 2.526 2.281 -0.915
H 3.090 1.618 -2.489
C -0.275 2.471 3.417
C 0.305 3.719 2.748
C 0.258 3.306 1.266
O 0.818 1.918 1.348
C 0.534 1.351 2.707
H -0.139 2.422 4.532
H -1.361 2.364 3.206
H 1.368 3.825 3.009
H -0.260 4.677 2.929
H -0.791 3.320 0.893
H 0.885 3.847 0.517
H 1.541 1.156 3.137
H -0.011 0.385 2.656

Summary:
2S+1: 2
Calculated total energy, hartree: -2967.79432
Frontier orbital gap (spin up / spin down), eV: 6.2 / 4.0
Total charge: +4

List of Mulliken charges in e, atom by atom:
1. I 0.195
2. I 0.274
3. Ce 0.467
4. Bi 1.144
5. S -0.184
6. S -0.251
7. C 0.186
8. C 1.205
9. C 1.214
10. C -1.383
11. C -1.182
12. C -1.531
13. C -1.498
14. C -0.583
15. C -1.353
16. C 0.303
17. C 0.333
18. O -0.015
19. O -0.009
20. O -0.036
21. H 0.279
22. H 0.534
23. H 0.482
24. H 0.038
25. H 0.410
26. H 0.443
27. H 0.353
28. H 0.466
29. H 0.487
30. H 0.443
31. H 0.518
32. H 0.389
33. H 0.442
34. H 0.408
35. H -0.584
36. H 0.514
37. H 0.157
38. H 0.462
39. C -0.530
40. C -0.678
41. C -0.436
42. O -0.174
43. C -0.386
44. H 0.408
45. H 0.130
46. H 0.328
47. H 0.452
48. H 0.441
49. H 0.212
50. H 0.406
51. H 0.288

---

No. 2
# C15H26Br2N4O6V

A structure of composition C15H26Br2N4O6V at a distorted geometry (ωB97M-V/def2-TZVPD, OMol25).

Cartesian coordinates (Å):
C 1.730 -1.078 3.983
C 1.264 -2.237 3.102
C 1.446 -1.953 1.611
O 0.525 -0.911 1.291
C 0.301 -0.665 -0.079
C -0.029 -1.824 -1.004
Br 0.597 -1.777 -2.819
C -0.764 -2.896 -0.708
C -1.067 -4.003 -1.669
Br -1.562 -3.105 0.997
C 1.465 0.288 -0.482
C 2.775 -0.394 -1.000
C 1.995 1.196 0.675
N 2.719 2.354 0.188
C 1.954 3.607 0.189
N 0.950 1.176 -1.529
C -0.375 1.379 -1.252
O -1.046 2.217 -1.827
C -0.897 0.368 -0.156
C -2.240 -0.084 -0.790
N -3.295 0.928 -0.676
C -4.416 0.400 0.126
O -1.074 1.209 0.958
N -1.875 0.595 1.976
O -1.963 1.308 2.880
H 1.637 -0.125 3.468
H 1.108 -1.013 4.873
H 2.752 -1.208 4.330
H 1.714 -3.190 3.369
H 0.187 -2.337 3.233
H 1.260 -2.884 1.082
H 2.474 -1.603 1.495
H -1.796 -3.662 -2.404
H -0.180 -4.345 -2.191
H -1.534 -4.837 -1.158
H 3.658 -0.007 -0.507
H 2.908 -0.233 -2.068
H 2.676 -1.468 -0.883
H 1.216 1.523 1.356
H 2.681 0.599 1.272
H 3.067 2.221 -0.750
H 2.515 4.353 0.750
H 1.855 4.023 -0.817
H 0.948 3.503 0.589
H 1.189 0.919 -2.476
H -2.046 -0.252 -1.850
H -2.611 -1.030 -0.406
H -3.702 1.043 -1.593
H -4.069 -0.069 1.041
H -4.985 -0.359 -0.419
H -5.096 1.196 0.416
O -2.909 3.614 -5.035
V -1.577 4.178 -4.302
O -0.458 5.349 -4.393

Summary:
Calculated total energy, hartree: -7349.08288
Frontier orbital gap, eV: 2.6
Total charge: +1

List of Mulliken charges in e, atom by atom:
1. C -1.150
2. C -0.507
3. C -0.463
4. O -0.198
5. C 2.197
6. C -1.156
7. Br -0.027
8. C 0.498
9. C -1.584
10. Br -0.068
11. C 0.370
12. C -1.649
13. C -1.301
14. N -0.239
15. C -0.859
16. N 0.096
17. C -1.075
18. O -0.491
19. C 1.553
20. C -1.573
21. N -0.303
22. C -1.031
23. O -0.387
24. N 0.357
25. O -0.458
26. H 0.226
27. H 0.378
28. H 0.316
29. H 0.547
30. H 0.137
31. H 0.305
32. H 0.354
33. H 0.324
34. H 0.408
35. H 0.429
36. H 0.506
37. H 0.320
38. H 0.515
39. H 0.493
40. H 0.198
41. H 0.425
42. H 0.316
43. H 0.280
44. H 0.240
45. H 0.465
46. H 0.623
47. H 0.470
48. H 0.313
49. H 0.337
50. H 0.358
51. H 0.321
52. O -0.539
53. V 1.922
54. O -0.537

---

total charge of number 1 (C15H26BiCeI2O4S2)?
+4

---

What is the formula in the first record?
C15H26BiCeI2O4S2

---

The highest total charge belongs to which entry?
C15H26BiCeI2O4S2

---

The highest calculated total energy belongs to which entry?
C15H26BiCeI2O4S2